--- 1 ---
Molecular formula: C21H21CrN4O5S2Se
Method: DFT, wB97M-V/def2-TZVPD

## Properties
Expectation value of S²: 0.768
LUMO level (alpha / beta), hartree: -0.0249 / -0.0322
Gap between HOMO and LUMO (alpha / beta), eV: 7.62 / 7.41
Spin multiplicity: 2
HOMO energy (alpha / beta), eV: -8.299 / -8.287

Atoms and positions in Å:
1 Cr 1.949 2.106 -0.427
2 N 0.005 4.479 2.512
3 C 0.871 3.669 1.863
4 S 1.641 4.278 0.423
5 N 1.072 2.478 2.381
6 N 1.966 1.809 1.592
7 C 2.877 1.089 2.122
8 C 3.931 0.701 1.194
9 C 4.993 -0.125 1.510
10 C 5.979 -0.329 0.555
11 C 5.877 0.305 -0.669
12 C 4.778 1.114 -0.919
13 N 3.830 1.307 -0.006
14 H -0.062 5.442 2.242
15 H -0.309 4.203 3.427
16 H 2.944 0.936 3.194
17 H 5.044 -0.595 2.482
18 H 6.818 -0.978 0.769
19 H 6.620 0.172 -1.441
20 H 4.633 1.605 -1.871
21 O -0.013 2.029 -0.386
22 S -0.841 0.794 -0.791
23 C -0.601 -0.405 0.537
24 C -1.002 -1.790 0.094
25 C -1.872 -2.550 0.863
26 C -2.234 -3.826 0.457
27 C -1.731 -4.347 -0.725
28 C -0.853 -3.594 -1.493
29 C -0.483 -2.322 -1.085
30 C -2.482 1.435 -0.415
31 C -3.503 0.335 -0.379
32 C -4.205 0.078 0.792
33 C -5.123 -0.961 0.845
34 C -5.324 -1.764 -0.266
35 C -4.623 -1.513 -1.438
36 C -3.726 -0.460 -1.500
37 H -1.129 -0.070 1.430
38 H 0.472 -0.342 0.714
39 H -2.280 -2.138 1.778
40 H -2.917 -4.410 1.061
41 H -2.021 -5.339 -1.048
42 H -0.450 -3.997 -2.413
43 H 0.209 -1.739 -1.678
44 H -2.663 2.149 -1.221
45 H -2.413 1.981 0.526
46 H -4.039 0.702 1.663
47 H -5.674 -1.147 1.758
48 H -6.027 -2.585 -0.222
49 H -4.776 -2.139 -2.307
50 H -3.182 -0.264 -2.417
51 O 2.287 2.436 -2.284
52 Se 2.003 0.841 -2.874
53 O 3.347 0.227 -3.503
54 O 1.760 0.279 -1.279
55 O 0.650 0.752 -3.728

=====

--- 2 ---
Molecular formula: C21H21CrN4O5S2Se
Method: DFT, wB97M-V/def2-TZVPD

## Properties
Expectation value of S²: 0.759
LUMO level (alpha / beta), hartree: -0.0280 / -0.0255
Gap between HOMO and LUMO (alpha / beta), eV: 7.74 / 7.61
Spin multiplicity: 2
HOMO energy (alpha / beta), eV: -8.497 / -8.306

Atoms and positions in Å:
1 Cr -2.208 0.934 -1.733
2 N -5.460 -1.433 -3.412
3 C -4.359 -0.730 -3.100
4 S -4.315 0.003 -1.516
5 N -3.421 -0.664 -4.018
6 N -2.366 0.072 -3.594
7 C -1.345 0.162 -4.362
8 C -0.234 0.966 -3.877
9 C 0.923 1.190 -4.607
10 C 1.901 2.009 -4.069
11 C 1.691 2.594 -2.829
12 C 0.512 2.325 -2.153
13 N -0.417 1.513 -2.660
14 H -6.246 -1.432 -2.789
15 H -5.555 -1.797 -4.344
16 H -1.325 -0.329 -5.329
17 H 1.040 0.734 -5.580
18 H 2.812 2.202 -4.619
19 H 2.417 3.262 -2.389
20 H 0.285 2.785 -1.197
21 O -1.058 -0.674 -1.152
22 S -0.048 -0.425 -0.032
23 C -0.927 -0.734 1.527
24 C -0.160 -0.182 2.703
25 C 0.198 -1.004 3.764
26 C 0.907 -0.492 4.841
27 C 1.272 0.846 4.859
28 C 0.912 1.674 3.803
29 C 0.194 1.167 2.732
30 C 0.989 -1.899 -0.175
31 C 1.941 -2.045 0.978
32 C 1.914 -3.187 1.769
33 C 2.789 -3.321 2.839
34 C 3.684 -2.305 3.135
35 C 3.715 -1.160 2.349
36 C 2.855 -1.035 1.271
37 H -1.133 -1.801 1.617
38 H -1.855 -0.186 1.363
39 H -0.077 -2.051 3.748
40 H 1.179 -1.142 5.663
41 H 1.829 1.245 5.697
42 H 1.181 2.723 3.815
43 H -0.098 1.815 1.914
44 H 1.513 -1.756 -1.122
45 H 0.312 -2.749 -0.277
46 H 1.210 -3.980 1.542
47 H 2.765 -4.218 3.445
48 H 4.358 -2.403 3.976
49 H 4.409 -0.362 2.579
50 H 2.884 -0.140 0.659
51 O -2.644 2.791 -1.896
52 Se -2.432 3.215 -0.253
53 O -3.780 3.629 0.485
54 O -1.964 1.604 0.095
55 O -1.161 4.180 -0.082

=====

Energies relative to the most stable structure are 1 0.0090; 2 0.0000, reported in hartree.

=====

--- 1 ---
Molecular formula: C3H9O2P
Method: DFT, wB97M-V/def2-TZVPD

## Properties
LUMO level, hartree: 0.0315
Gap between HOMO and LUMO, eV: 11.23
Spin multiplicity: 1
HOMO energy, eV: -10.371

Atoms and positions in Å:
1 C 0.950 -1.212 -0.880
2 C -0.266 -1.531 -0.124
3 P -1.310 -0.099 0.371
4 O -2.472 -0.432 1.192
5 O -0.214 1.020 1.237
6 C 0.369 2.107 0.644
7 H 0.763 -0.644 -1.755
8 H 1.505 -0.740 -0.188
9 H 1.484 -2.140 -1.284
10 H -0.131 -2.232 0.780
11 H -0.898 -2.134 -0.748
12 H -1.588 0.778 -0.672
13 H 1.467 2.047 0.763
14 H 0.120 3.084 1.067
15 H 0.220 2.128 -0.403

=====

--- 2 ---
Molecular formula: C3H9O2P
Method: DFT, wB97M-V/def2-TZVPD

## Properties
LUMO level, hartree: 0.0309
Gap between HOMO and LUMO, eV: 9.81
Spin multiplicity: 1
HOMO energy, eV: -8.968

Atoms and positions in Å:
1 C -0.093 0.323 -1.533
2 P 0.949 0.649 -0.074
3 C -0.307 1.364 1.035
4 O 1.383 2.188 -0.582
5 H -0.579 -0.626 -1.377
6 H -0.736 1.196 -1.905
7 H 0.670 -0.011 -2.454
8 H -1.217 0.794 1.252
9 H 0.003 1.685 2.077
10 H -0.687 2.186 0.479
11 H 2.201 2.442 -0.210
12 C -0.421 -3.067 0.845
13 O -1.425 -2.835 0.253
14 H -0.331 -3.815 1.555
15 H 0.590 -2.473 0.638

=====

Energies relative to the most stable structure are 1 0.0000; 2 0.0469, reported in hartree.

=====

--- 1 ---
Molecular formula: C18H23FN6O4
Method: DFT, wB97M-V/def2-TZVPD

## Properties
LUMO level, hartree: 0.0062
Gap between HOMO and LUMO, eV: 8.64
Spin multiplicity: 1
HOMO energy, eV: -8.472

Atoms and positions in Å:
1 C 0.940 2.772 -4.353
2 C 0.960 1.282 -4.344
3 N 0.736 0.516 -5.387
4 C 0.848 -0.773 -4.927
5 C 1.143 -0.785 -3.597
6 N 1.207 0.540 -3.224
7 C 1.489 1.035 -1.877
8 C 2.963 0.919 -1.519
9 C 0.612 0.232 -0.906
10 O 1.015 -0.791 -0.379
11 N -0.640 0.714 -0.773
12 C -1.654 0.035 0.013
13 C -2.733 -0.675 -0.815
14 C -2.128 -1.625 -1.881
15 C -2.452 -1.203 -3.321
16 C -2.273 0.290 -3.575
17 N -2.931 1.043 -2.496
18 C -2.968 2.418 -2.538
19 O -1.998 3.132 -2.383
20 C -4.345 3.038 -2.654
21 N -4.898 3.000 -3.877
22 C -6.093 3.554 -3.979
23 O -6.648 3.541 -5.200
24 N -6.804 4.116 -2.995
25 C -6.255 4.132 -1.791
26 O -6.924 4.672 -0.770
27 C -4.985 3.591 -1.575
28 F -4.429 3.608 -0.352
29 C -3.690 0.314 -1.488
30 H 0.755 3.098 -5.374
31 H 0.153 3.173 -3.713
32 H 1.893 3.193 -4.023
33 H 0.716 -1.619 -5.581
34 H 1.308 -1.577 -2.886
35 H 1.175 2.079 -1.859
36 H 3.140 1.280 -0.506
37 H 3.280 -0.121 -1.567
38 H 3.562 1.508 -2.216
39 H -0.897 1.544 -1.289
40 H -1.128 -0.703 0.618
41 H -2.121 0.752 0.696
42 H -3.317 -1.261 -0.098
43 H -1.047 -1.694 -1.739
44 H -2.521 -2.631 -1.730
45 H -1.811 -1.738 -4.024
46 H -3.480 -1.489 -3.556
47 H -1.206 0.534 -3.604
48 H -2.706 0.565 -4.540
49 H -7.508 3.972 -5.138
50 H -7.769 4.992 -1.113
51 H -4.553 -0.215 -1.911
52 H -4.071 1.029 -0.755

=====

--- 2 ---
Molecular formula: C18H23FN6O4
Method: DFT, wB97M-V/def2-TZVPD

## Properties
LUMO level, hartree: 0.0191
Gap between HOMO and LUMO, eV: 9.50
Spin multiplicity: 1
HOMO energy, eV: -8.981

Atoms and positions in Å:
1 C -3.628 -1.734 0.423
2 C -3.266 -1.332 -0.965
3 N -3.286 -2.119 -2.013
4 C -2.863 -1.347 -3.070
5 C -2.583 -0.083 -2.651
6 N -2.853 -0.070 -1.295
7 C -2.489 0.980 -0.356
8 C -2.802 2.370 -0.889
9 C -1.011 0.901 0.070
10 O -0.521 1.788 0.743
11 N -0.342 -0.202 -0.334
12 C 1.077 -0.400 -0.097
13 C 1.948 -0.032 -1.300
14 C 2.019 1.468 -1.557
15 C 2.923 1.742 -2.754
16 C 2.446 0.988 -3.983
17 N 2.301 -0.443 -3.704
18 C 2.333 -1.286 -4.776
19 O 2.948 -1.079 -5.799
20 C 1.545 -2.575 -4.638
21 N 2.161 -3.662 -4.165
22 C 1.418 -4.750 -4.111
23 O 2.022 -5.848 -3.641
24 N 0.137 -4.874 -4.460
25 C -0.462 -3.792 -4.917
26 O -1.745 -3.849 -5.272
27 C 0.231 -2.590 -5.027
28 F -0.379 -1.480 -5.475
29 C 1.459 -0.756 -2.552
30 H -3.927 -2.779 0.403
31 H -2.786 -1.626 1.110
32 H -4.459 -1.143 0.812
33 H -2.796 -1.744 -4.069
34 H -2.240 0.788 -3.180
35 H -3.072 0.815 0.551
36 H -2.551 3.103 -0.127
37 H -2.211 2.599 -1.777
38 H -3.859 2.449 -1.141
39 H -0.822 -0.857 -0.928
40 H 1.352 0.209 0.763
41 H 1.234 -1.449 0.164
42 H 2.960 -0.393 -1.085
43 H 1.012 1.853 -1.756
44 H 2.380 1.986 -0.667
45 H 2.951 2.808 -2.984
46 H 3.946 1.433 -2.520
47 H 1.471 1.380 -4.305
48 H 3.139 1.093 -4.814
49 H 1.373 -6.563 -3.656
50 H -2.062 -4.743 -5.079
51 H 1.483 -1.831 -2.377
52 H 0.421 -0.464 -2.763

=====

Energies relative to the most stable structure are 1 0.0276; 2 0.0000, reported in hartree.

=====

--- 1 ---
Molecular formula: C3H10N4O2
Method: DFT, wB97M-V/def2-TZVPD

## Properties
LUMO level, hartree: 0.0213
Gap between HOMO and LUMO, eV: 9.34
Spin multiplicity: 1
HOMO energy, eV: -8.756

Atoms and positions in Å:
1 H -1.954 -0.711 -2.230
2 N -2.535 -0.335 -1.592
3 C -1.944 0.460 -0.766
4 N -0.570 0.709 -0.680
5 C 0.022 1.385 0.449
6 C 0.572 0.348 1.459
7 H -2.577 1.087 -0.206
8 H -0.008 -0.051 -0.977
9 H 0.933 1.930 0.196
10 H -0.681 2.034 0.799
11 H 1.250 -0.402 1.035
12 H 1.060 0.858 2.266
13 H -0.343 -0.122 1.906
14 N -4.558 -1.462 0.827
15 N -4.873 -0.497 0.417
16 O -5.443 0.378 -0.054
17 O 1.854 -2.209 -1.242
18 H 2.626 -2.219 -1.790
19 H 1.941 -2.995 -0.813

=====

--- 2 ---
Molecular formula: C3H10N4O2
Method: DFT, wB97M-V/def2-TZVPD

## Properties
LUMO level, hartree: 0.0346
Gap between HOMO and LUMO, eV: 10.21
Spin multiplicity: 1
HOMO energy, eV: -9.269

Atoms and positions in Å:
1 C -1.615 1.372 0.206
2 C -0.352 0.696 -0.293
3 N 0.598 1.639 -0.811
4 O -0.594 -0.406 -1.167
5 H 0.135 2.436 -1.226
6 H 1.172 1.191 -1.518
7 H -1.351 2.166 0.900
8 H -2.229 0.633 0.712
9 H -2.165 1.780 -0.639
10 C 0.110 -1.298 -0.235
11 N 1.578 0.045 1.159
12 N -0.757 -2.326 0.204
13 O 1.314 -1.762 -0.708
14 N 0.244 -0.204 0.736
15 H 2.005 -1.324 -0.171
16 H 1.917 0.884 0.683
17 H 1.549 0.229 2.159
18 H -0.230 -3.105 0.577
19 H -1.329 -2.647 -0.567

=====

--- 3 ---
Molecular formula: C3H10N4O2
Method: DFT, wB97M-V/def2-TZVPD

## Properties
LUMO level, hartree: 0.0194
Gap between HOMO and LUMO, eV: 8.86
Spin multiplicity: 1
HOMO energy, eV: -8.328

Atoms and positions in Å:
1 C -1.692 -0.851 1.387
2 C -0.884 -0.937 0.124
3 N -1.026 1.596 -1.138
4 O -0.403 1.052 0.004
5 O -1.293 -1.288 -0.959
6 H -1.449 0.801 -1.632
7 H -0.263 1.900 -1.749
8 H -2.673 -0.453 1.138
9 H -1.223 -0.205 2.126
10 H -1.815 -1.858 1.798
11 C 1.242 0.332 -0.412
12 N 2.062 0.959 0.538
13 N 0.614 -1.041 0.326
14 N 1.530 0.253 -1.646
15 H 1.554 1.685 1.029
16 H 2.882 1.336 0.081
17 H 0.984 -1.867 -0.144
18 H 0.911 -1.029 1.299
19 H 0.939 -0.384 -2.170

=====

Energies relative to the most stable structure are 1 0.0851; 2 0.0000; 3 0.0954, reported in hartree.

=====

--- 1 ---
Molecular formula: C4H3ClFNO
Method: DFT, wB97M-V/def2-TZVPD

## Properties
LUMO level, hartree: 0.0295
Gap between HOMO and LUMO, eV: 9.18
Spin multiplicity: 1
HOMO energy, eV: -8.381

Atoms and positions in Å:
1 C 0.100 -0.026 0.971
2 C 1.436 0.035 1.187
3 C 1.127 -0.013 -0.898
4 C -2.093 0.394 -0.971
5 N -0.115 -0.067 -0.375
6 O 2.096 0.011 -0.012
7 F -2.614 0.179 0.261
8 Cl -2.575 -0.827 -1.991
9 H -0.823 0.020 1.671
10 H 2.021 0.136 2.190
11 H 1.440 0.159 -2.034

=====

--- 2 ---
Molecular formula: C4H3ClFNO
Method: DFT, wB97M-V/def2-TZVPD

## Properties
LUMO level, hartree: -0.0569
Gap between HOMO and LUMO, eV: 8.57
Spin multiplicity: 1
HOMO energy, eV: -10.121

Atoms and positions in Å:
1 C 0.022 -0.414 0.673
2 C 1.336 0.129 0.987
3 C -0.660 0.446 -0.481
4 C -0.492 -0.224 -1.640
5 H -0.059 0.472 2.824
6 H 0.041 -1.401 -0.054
7 H -0.618 0.149 -2.775
8 N 2.324 0.923 0.777
9 O -0.634 -0.580 1.845
10 F 0.160 -1.479 -1.703
11 Cl -1.419 1.979 -0.453

=====

Energies relative to the most stable structure are 1 0.0000; 2 0.1037, reported in hartree.